Here is a cluster of 2 separate species, CH5FNO2Si in total at a distorted geometry from OMol25. Energies are from the ωB97M-V functional and the def2-TZVPD basis.

```
11
CH5FNO2Si | OMol25 | the ωB97M-V functional and the def2-TZVPD basis
O -1.01867 2.53479 -1.62509
N -0.92388 1.69695 -0.78619
O -0.94667 0.43877 -1.32913
C -0.77102 -0.58530 -0.30831
Si 0.96708 -0.69514 0.50934
H -0.96976 -1.51050 -0.85239
H -1.55452 -0.48468 0.44476
H 1.58094 -1.92695 -0.12008
H 1.79862 0.43884 0.07973
H 0.78309 -1.04579 1.93001
F 1.05480 1.13900 2.05735
```

As for the frontier orbital gap: 8.33 eV. The molecular weight comes out at 110.14 g/mol. For the strongest force on any atom, the calculation gives 1.62 eV/A. The calculation puts the total energy at -635.6049 a.u. The net charge is -1. Its LUMO energy is 0.1470 hartree.

Here are the Mulliken charges for atoms 1 to 6, given in e: number 1, O, carries -0.40; number 2, N, carries 0.20; number 3, O, carries -0.20; number 4, C, carries -0.41; number 5, Si, carries 0.52; number 6, H, carries 0.28